The following is a DFT calculation (the ωB97M-V functional and the def2-TZVPD basis) of C49H55Br2N7O4SeTb as an isolated structure.

Element x y z (Å)
Tb1 -0.047198 -1.195312 -0.665357
N1 -0.134013 -3.710611 0.348885
C1 -1.239843 -3.840812 1.290577
C2 -1.921142 -2.472825 1.518176
O1 -3.047460 -2.482893 2.026786
O2 -1.252290 -1.392973 1.188483
H1 -0.000675 -4.508569 -0.278853
H2 0.756316 -3.530027 0.829753
H3 -0.878508 -4.206739 2.261084
H4 -1.965384 -4.581804 0.934235
C3 -0.270059 1.414855 -4.682918
N2 0.055909 -0.016051 -4.462666
C4 -0.416065 -0.798870 -5.615090
C5 1.461905 -0.242477 -4.135754
C6 1.991215 0.568140 -2.967449
C7 2.954588 1.531442 -3.217648
C8 3.527803 2.367058 -2.244971
C9 3.091379 2.183744 -0.915350
C10 2.178140 1.162192 -0.627372
C11 1.653236 0.439404 -1.659627
H5 0.546428 1.895161 -5.246152
H6 -0.254279 1.937707 -3.692195
H7 -1.235258 1.570981 -5.153841
H8 -0.044476 -0.412484 -6.594320
H9 -1.509427 -0.789787 -5.607266
H10 -0.118176 -1.905228 -5.579590
H11 2.098593 -0.057898 -5.027540
H12 1.498506 -1.302049 -3.857177
H13 3.263520 1.677696 -4.260445
H14 4.233835 3.122263 -2.538677
H15 3.434236 2.834087 -0.089200
H16 1.881444 0.964749 0.421860
Br1 -5.680259 0.439622 -7.166041
C12 -5.341254 -1.420326 -6.992865
C13 -4.225826 -1.986782 -7.587871
C14 -3.933425 -3.278201 -7.261662
C15 -4.696526 -3.901520 -6.268120
C16 -5.977292 -3.431937 -5.868040
C17 -6.265509 -2.167649 -6.265909
N3 -4.108711 -4.743208 -5.383004
N4 -2.857905 -5.027156 -5.422602
C18 -2.078341 -4.828824 -4.332542
C19 -0.700254 -5.110668 -4.473786
C20 0.196128 -4.428167 -3.659274
C21 -0.237786 -3.362225 -2.838588
O3 0.625387 -2.540666 -2.360721
C22 -1.651078 -3.246380 -2.532735
N5 -2.140486 -2.379091 -1.620714
C23 -3.364335 -2.612750 -1.103113
C24 -4.217637 -3.647506 -1.508519
C25 -3.828401 -4.372723 -2.610977
C26 -2.562426 -4.131945 -3.160740
H17 -3.534799 -1.356599 -8.125645
H18 -3.079023 -3.854904 -7.699651
H19 -6.560442 -4.046893 -5.199579
H20 -7.183418 -1.620084 -5.996348
H21 -0.462446 -5.804844 -5.275210
H22 1.247484 -4.631514 -3.768472
H23 -3.676941 -2.017995 -0.234320
H24 -5.168870 -3.864074 -1.012705
H25 -4.399742 -5.151469 -3.077336
Br2 2.480368 -1.893083 0.341439
C27 -3.063951 1.404875 0.596116
C28 -1.828807 1.750205 -0.174873
O4 -0.951328 0.880364 -0.509403
C29 -1.603917 3.204683 -0.395259
C30 -2.394263 4.264858 0.086010
C31 -2.113481 5.584541 -0.244121
C32 -1.002870 5.874313 -1.073414
C33 -0.146298 4.896823 -1.505210
C34 -0.431361 3.579040 -1.171589
H26 -3.149805 0.347514 0.841779
H27 -4.000635 1.681344 0.039464
H28 -3.062387 1.996350 1.521035
H29 -3.237245 4.066695 0.751262
H30 -2.770016 6.359022 0.124132
H31 -0.764521 6.944109 -1.318653
H32 0.711604 5.084564 -2.124639
H33 0.186632 2.751244 -1.487405
C35 3.626848 5.472965 3.680545
C36 3.419707 4.125350 2.955799
C37 1.934698 3.768822 2.727760
C38 1.041506 3.669783 3.971325
N6 1.340247 2.549312 4.851775
C39 1.233688 1.229741 4.445620
Se1 -0.077606 0.565438 3.291621
N7 1.881555 0.475063 5.357144
C40 2.066736 -0.968735 5.370310
C41 3.494815 -1.403192 5.069076
C42 3.664847 -2.909803 5.340237
C43 3.086799 -3.849037 4.262434
C44 2.363228 1.267391 6.361177
C45 2.864390 0.940482 7.615764
C46 2.924428 1.925340 8.595360
C47 2.460275 3.241073 8.347266
C48 1.996070 3.597280 7.056096
C49 1.995675 2.585633 6.070277
H34 4.679210 5.750510 3.783466
H35 3.262480 5.390651 4.728253
H36 3.112907 6.309377 3.169310
H37 3.936274 3.308244 3.494652
H38 3.936756 4.189931 1.992620
H39 1.856254 2.857159 2.082648
H40 1.488080 4.567178 2.107666
H41 -0.018124 3.534487 3.732267
H42 1.117612 4.625675 4.535147
H43 1.408133 -1.356290 4.557017
H44 1.688452 -1.372805 6.340352
H45 4.165606 -0.826433 5.703413
H46 3.744144 -1.215375 4.032721
H47 3.208476 -3.131078 6.305088
H48 4.735226 -3.152158 5.506624
H49 1.988810 -3.935085 4.322986
H50 3.537431 -4.842643 4.383348
H51 3.321933 -3.495665 3.240122
H52 3.044176 -0.102159 7.908886
H53 3.217312 1.635185 9.594238
H54 2.391581 3.965976 9.166101
H55 1.573013 4.539321 6.753520

Atomic forces in eV per Å
1.828 -0.136 -0.393
0.484 -0.069 -0.239
0.323 0.072 -0.113
-0.213 0.713 0.589
0.587 0.132 -0.331
-1.297 -1.658 0.844
-0.143 0.331 0.457
-0.326 -0.138 -0.359
-0.232 0.131 0.015
-0.034 0.376 0.041
1.185 -0.195 1.474
-1.037 0.454 -0.431
0.548 -1.098 0.194
-0.237 -0.388 0.099
1.059 1.172 -0.787
1.008 1.029 -1.124
-1.256 -0.970 0.530
0.301 0.359 0.324
0.917 1.575 0.101
-3.028 -2.913 1.168
-0.273 0.064 -0.374
-0.188 -0.421 -0.732
-0.048 -0.206 -0.095
-0.126 -0.053 0.368
0.055 0.097 -0.196
-0.178 1.524 0.306
-0.052 -0.013 0.194
0.359 0.204 -0.247
0.106 0.045 0.217
0.201 0.197 0.062
0.089 -0.298 -0.553
0.174 0.232 -0.544
0.042 0.085 -0.170
-0.271 0.171 -0.382
-0.087 0.924 0.267
0.664 -1.125 -0.611
0.121 -0.601 -0.073
1.205 -0.529 -0.700
-1.195 1.575 -0.026
0.015 -0.843 2.234
0.306 0.018 -1.443
-0.703 -0.810 -0.148
-0.721 0.848 0.658
-0.564 -0.873 -0.915
1.517 0.798 0.119
-1.193 -0.904 -0.401
-1.999 -0.759 -0.543
-0.281 -0.527 1.032
0.422 0.506 0.273
0.075 -0.119 -0.476
0.364 0.400 -0.028
1.145 -0.155 -0.183
-0.037 -0.075 -0.398
-0.627 0.906 0.760
-0.110 0.180 0.091
0.419 -0.618 0.114
0.399 0.233 0.134
0.251 0.288 0.163
0.328 0.068 -0.587
0.488 0.307 -0.020
-0.400 -0.061 0.114
0.561 -0.416 0.723
-1.043 -0.226 -0.382
1.973 -1.697 0.219
-3.557 3.841 0.736
2.314 1.187 -1.483
-0.258 -0.570 0.161
0.832 -0.426 -0.686
-0.643 1.970 0.717
-0.270 -1.285 0.119
-1.665 -1.009 0.882
0.390 0.004 0.035
0.910 -0.008 0.301
0.039 -0.203 -0.135
0.160 0.014 -0.289
0.122 0.152 -0.026
-0.423 -1.118 0.215
0.210 0.254 -0.051
0.282 0.012 -0.139
-0.317 -0.272 0.652
0.101 0.129 0.288
-0.066 -0.147 -0.916
-0.333 0.433 0.267
1.049 -0.655 -0.438
-1.984 0.263 -0.210
1.002 0.341 -0.031
0.951 -0.494 0.026
-1.170 -0.620 -1.006
-0.093 -0.514 0.558
0.458 -0.086 0.050
0.080 0.274 -0.179
0.003 0.797 1.045
-0.134 -0.551 0.389
-0.553 0.741 -0.373
-0.124 -0.016 -0.854
0.668 -1.445 -0.019
-0.185 0.500 0.909
-0.008 -0.157 -0.232
0.013 0.249 -0.587
0.104 -0.444 0.244
-0.254 0.349 -0.034
-0.272 -0.145 -0.045
0.000 0.503 0.736
0.098 -0.152 0.177
0.183 0.183 -0.477
0.005 -0.756 -0.065
0.255 0.244 0.709
0.354 0.334 -0.590
0.258 0.000 0.033
-0.023 0.300 -0.297
-0.172 -0.111 0.158
-0.436 0.265 -0.356
0.404 0.009 0.032
-0.295 0.124 -0.059
-0.057 -0.089 0.463
0.121 0.474 -0.321
0.100 0.112 0.038
0.179 -0.294 -0.387
0.028 0.389 0.465

Output
- total charge = -1
- Kohn-Sham gap (alpha / beta) (eV) = 5.30 / 5.59
- multiplicity = 7
- highest occupied orbital energy (alpha / beta) (Eh) = -0.1508 / -0.1549
- expectation value of S² = 12.471
- E (eV) = -298193.39645